No. 1
DFT (ωB97M-V/def2-TZVPD) results for the ion C3H10N3S with charge +1.

Element x y z (Å)
1 C 0.0224 -0.0972 -1.4905
2 C 0.6051 0.6876 1.0281
3 C 0.2546 -0.5461 0.2695
4 N -2.0010 0.9688 -0.6459
5 N -1.0933 0.5897 -1.6846
6 N 1.3682 -1.6043 0.2706
7 S 0.8511 -0.9419 -2.5872
8 H 1.5049 1.0701 0.6234
9 H 0.7649 0.3970 2.0756
10 H -0.1580 1.3707 0.9551
11 H -0.8502 -1.0296 0.3255
12 H -2.9035 0.7377 -0.8366
13 H -1.9431 2.0061 -0.4637
14 H -1.1837 1.0030 -2.5998
15 H 2.3253 -1.1172 0.3240
16 H 1.3909 -1.9924 -0.7049
17 H 1.0603 -2.4266 0.8238

Properties
- net charge = +1
- energy (eV) = -18569.9847
- F_max (eV/Å) = 5.14
- E_LUMO (eV) = -3.40
- gap between HOMO and LUMO (eV) = 9.5
- energy relative to the best compared isomer or geometry (same formula, charge and spin) (kJ/mol) = 278.66

=====

No. 2
DFT (ωB97M-V/def2-TZVPD) results for a cluster of 9 separate species, C38H42BN7O9 in total.

Element x y z (Å)
1 N 18.0164 -21.5337 13.7510
2 H 18.2700 -21.7301 14.7087
3 H 17.0534 -21.7925 13.5907
4 H 18.5858 -22.1565 13.1961
5 H 18.1572 -20.5389 13.6474
6 O 13.8720 -20.0614 18.3570
7 C 13.1261 -20.0617 19.3418
8 O 13.3422 -19.6330 20.5822
9 B 12.0935 -19.7352 21.4132
10 O 11.1434 -20.4687 20.6090
11 C 11.6522 -20.6702 19.3542
12 O 10.9831 -21.0139 18.3677
13 O 12.2939 -20.4453 22.6912
14 C 11.8512 -19.7016 23.7286
15 O 11.9415 -19.9792 24.9250
16 C 11.3747 -18.3411 23.1387
17 O 11.5288 -18.3995 21.8071
18 O 10.9596 -17.3315 23.7506
19 C 15.4823 -28.2217 14.7585
20 C 16.3684 -28.1668 15.9759
21 C 16.9554 -26.7357 15.9168
22 O 17.0801 -26.5310 14.5455
23 C 16.4713 -27.5563 13.8050
24 H 14.6612 -27.5107 14.8500
25 H 15.1393 -29.1846 14.3801
26 H 17.1998 -28.8716 15.9725
27 H 15.7130 -28.2550 16.8424
28 H 17.8684 -26.6696 16.5085
29 H 16.2089 -26.0154 16.2515
30 H 17.1953 -28.2879 13.4462
31 H 15.8913 -27.1783 12.9631
32 N 18.4743 -27.4259 8.1207
33 C 18.1143 -26.1813 7.6568
34 C 17.5428 -25.9542 6.4216
35 C 17.3024 -27.0490 5.5898
36 C 17.6417 -28.3357 6.0295
37 C 18.2092 -28.4688 7.2932
38 H 18.3322 -25.3111 8.2583
39 H 17.1421 -25.0004 6.1117
40 H 16.7546 -26.9836 4.6614
41 H 17.3516 -29.2232 5.4866
42 H 18.1704 -29.4556 7.7304
43 N 20.0745 -21.3604 17.9508
44 C 21.1172 -22.1654 18.3263
45 C 21.9909 -21.8054 19.3532
46 C 21.7509 -20.6451 20.0745
47 C 20.7927 -19.7439 19.6014
48 C 19.9930 -20.1514 18.5899
49 H 21.2454 -23.1204 17.8385
50 H 22.7794 -22.4990 19.6055
51 H 22.4439 -20.3675 20.8550
52 H 20.6616 -18.7465 19.9944
53 H 19.2592 -19.4154 18.2963
54 N 17.8236 -19.6516 8.3085
55 C 16.6852 -18.8810 8.4287
56 C 16.3577 -17.9448 7.5042
57 C 17.1052 -17.8370 6.3041
58 C 18.2116 -18.6945 6.1265
59 C 18.5495 -19.5620 7.1246
60 H 16.0496 -19.0620 9.2829
61 H 15.4890 -17.3279 7.6806
62 H 16.8412 -17.1650 5.5010
63 H 18.7125 -18.7508 5.1714
64 H 19.3178 -20.3120 7.0075
65 N 18.9895 -17.0055 13.2189
66 C 20.0017 -16.5901 12.4040
67 C 20.1977 -15.2908 12.0024
68 C 19.2795 -14.3026 12.4649
69 C 18.3135 -14.6709 13.3691
70 C 18.0990 -16.0258 13.5986
71 H 20.6908 -17.3247 12.0144
72 H 20.9579 -15.0844 11.2636
73 H 19.3407 -13.2508 12.2276
74 H 17.5625 -13.9876 13.7374
75 H 17.2320 -16.3490 14.1555
76 N 21.7798 -24.0817 12.0877
77 C 22.4001 -25.1949 12.5983
78 C 23.5839 -25.7454 12.0887
79 C 24.0454 -25.2193 10.8887
80 C 23.4897 -24.0058 10.4269
81 C 22.3402 -23.5452 10.9890
82 H 21.8499 -25.6374 13.4156
83 H 24.0502 -26.6540 12.4399
84 H 24.9058 -25.5935 10.3537
85 H 23.8448 -23.5612 9.5089
86 H 21.7887 -22.7131 10.5767
87 N 13.8535 -23.3750 11.5927
88 C 12.8088 -23.8057 12.3497
89 C 11.7302 -24.6545 11.8784
90 C 11.8451 -25.1953 10.6423
91 C 12.8729 -24.8284 9.8242
92 C 13.8357 -23.9190 10.3226
93 H 12.8409 -23.5446 13.3972
94 H 10.9413 -24.9206 12.5662
95 H 11.0131 -25.8072 10.3265
96 H 12.9123 -25.0911 8.7774
97 H 14.5605 -23.5415 9.6165

Properties
- energy (eV) = -69621.1606
- F_max (eV/Å) = 4.16
- E_LUMO (eV) = -1.61
- gap between HOMO and LUMO (eV) = 6.7

=====

No. 3
DFT (ωB97M-V/def2-TZVPD) results for an isolated molecule of C9H14S2.

Element x y z (Å)
1 C 2.0616 1.0610 0.2771
2 C 1.7849 2.2115 -0.5313
3 C 2.8846 -0.1236 -0.2573
4 C 1.7761 3.3545 -0.8718
5 C -4.1059 0.4558 0.5967
6 C -1.6202 -0.7372 0.7023
7 C -0.9223 -1.3313 -0.4680
8 C 2.0024 -0.9258 -1.1843
9 C 1.5251 1.0130 1.5104
10 S -2.3770 0.9227 0.3369
11 S 0.8614 -1.9946 -0.2166
12 H 3.7792 0.1707 -1.0319
13 H 3.2488 -0.6430 0.6396
14 H -4.3627 -0.4788 0.0091
15 H 1.7790 4.2529 -1.4780
16 H -4.7232 1.2613 0.1168
17 H -4.3414 0.2443 1.6436
18 H -0.8444 -0.4719 1.4549
19 H -2.3154 -1.5314 1.0417
20 H -0.6615 -0.6552 -1.2686
21 H -1.5241 -2.1559 -0.9118
22 H 2.5208 -1.6927 -1.8361
23 H 1.4990 -0.2116 -1.8553
24 H 1.0076 1.8749 1.9652
25 H 1.8416 0.1700 2.0668

Properties
- energy (eV) = -31226.6786
- F_max (eV/Å) = 3.01
- E_LUMO (eV) = 0.74
- gap between HOMO and LUMO (eV) = 9.2
- energy relative to the best compared isomer or geometry (same formula, charge and spin) (kJ/mol) = 397.20